# C3H11N5

2 unconnected molecules or ions with the total composition C3H11N5 (the ωB97M-V functional and the def2-TZVPD basis, the Open Molecules 2025 dataset).

Its charge is 0.

Each line ends with the Mulliken charge.
CARTESIAN COORDINATES (ANGSTROEM)
1 C -0.0815 0.0250 1.1797  0.530
2 C 1.2523 -0.0304 1.8915  -1.267
3 N -0.8649 1.1483 1.4847  -0.558
4 N -0.7397 -1.1702 1.0550  -0.554
5 H 0.5380 0.0828 -0.2062  0.327
6 H -0.3438 2.0046 1.5976  0.242
7 H -1.7454 -1.0837 0.9590  0.237
8 H -0.3832 -1.7413 0.1796  0.438
9 H -1.6787 1.2821 0.8997  0.261
10 H 1.8371 0.8693 1.6922  0.358
11 H 1.0938 -0.1216 2.9688  0.397
12 H 1.8201 -0.8942 1.5484  0.290
13 C 0.1180 0.7622 -2.1072  -0.012
14 N 0.5931 -0.3046 -1.3253  0.030
15 N 0.1069 -1.5385 -1.4308  -0.897
16 N -0.4674 0.7204 -3.2322  -0.624
17 H -0.7992 -1.5021 -1.9284  0.168
18 H -0.6381 -0.2387 -3.5408  0.256
19 H 0.3828 1.7307 -1.6856  0.380

# C3H11NO

2 unconnected molecules or ions with the total composition C3H11NO (the ωB97M-V functional and the def2-TZVPD basis, the Open Molecules 2025 dataset).

Its expectation value of S² is 0.750. As for the multiplicity: 2. Its charge is -1.

Each line ends with the Mulliken spin population.
CARTESIAN COORDINATES (ANGSTROEM)
1 C 1.4473 -0.4195 -0.7816  1.759
2 N 0.2369 -0.0572 -0.0246  -4.003
3 C -0.4628 -1.2053 0.5019  2.375
4 C 0.5389 0.9072 1.0177  1.205
5 H 1.3222 -1.2790 -1.4488  -0.199
6 H 2.2486 -0.5630 -0.0147  -0.129
7 H 1.5443 0.4409 -1.4702  0.098
8 H -1.5396 -0.9478 0.9142  -0.267
9 H -0.6868 -1.9088 -0.3028  -0.091
10 H 0.0681 -1.8283 1.2549  -0.142
11 H -0.4534 1.2323 1.3567  0.138
12 H 0.9320 1.8262 0.5331  0.123
13 H 1.2258 0.5399 1.7873  -0.285
14 H -1.3939 0.7859 -1.3925  0.232
15 H -2.8261 1.1631 -0.6101  -0.114
16 O -2.2015 1.3135 -1.3205  0.300

# C3H11NO

2 unconnected molecules or ions with the total composition C3H11NO (the ωB97M-V functional and the def2-TZVPD basis, the Open Molecules 2025 dataset).

Its charge is 0. Its structure (SMILES) is CN(C)C.O.

Each line ends with the Mulliken charge.
CARTESIAN COORDINATES (ANGSTROEM)
1 C -0.0616 1.1658 -1.0200  -1.057
2 N -0.0678 0.0196 -0.1592  0.033
3 C -1.1996 -0.0216 0.7059  -1.004
4 C 0.1562 -1.2127 -0.8856  -0.986
5 H -0.3217 2.0677 -0.4762  0.327
6 H -0.8453 1.0796 -1.7951  0.345
7 H 0.8980 1.3943 -1.4896  0.281
8 H -1.2693 -1.0073 1.1641  0.374
9 H -1.0948 0.6836 1.5228  0.287
10 H -2.1502 0.1358 0.1684  0.378
11 H 0.0176 -2.0923 -0.2612  0.322
12 H 1.1662 -1.2040 -1.3022  0.293
13 H -0.5281 -1.2976 -1.7479  0.371
14 H 2.3915 0.5172 2.0949  0.292
15 H 1.2350 -0.1096 1.3051  0.438
16 O 1.6739 -0.1183 2.1758  -0.693

# C3H11NO

2 unconnected molecules or ions with the total composition C3H11NO (the ωB97M-V functional and the def2-TZVPD basis, the Open Molecules 2025 dataset).

Its charge is 0. Its structure (SMILES) is CCOC.N.

Each line ends with the Mulliken charge.
CARTESIAN COORDINATES (ANGSTROEM)
1 C 1.5721 -0.2465 -0.5191  -0.750
2 N -1.5623 -1.1549 -1.5352  -0.761
3 H 1.6616 -1.0680 0.1900  0.327
4 H 2.3584 0.5061 -0.4441  0.286
5 H 1.5562 -0.6781 -1.5164  0.254
6 H -2.2200 -0.9613 -2.2771  0.212
7 H -0.7590 -1.5567 -2.0102  0.190
8 H -1.1713 -0.3450 -1.0287  0.436
9 C -0.2484 1.0310 0.7501  -0.149
10 O 0.3249 0.4506 -0.4411  -0.499
11 C 0.0062 0.1381 1.9493  -1.098
12 H 0.1770 2.0410 0.8487  0.314
13 H -1.3064 1.2324 0.5526  0.273
14 H -0.0331 0.7663 2.8474  0.348
15 H -0.6535 -0.7379 1.9513  0.311
16 H 0.9510 -0.4004 1.9478  0.306

# C3H11NO2

2 unconnected molecules or ions with the total composition C3H11NO2 (the ωB97M-V functional and the def2-TZVPD basis, the Open Molecules 2025 dataset).

Its charge is 0. Its structure (SMILES) is C[C@H](O)CN.O.

Each line ends with the Mulliken charge.
CARTESIAN COORDINATES (ANGSTROEM)
1 C -1.2303 0.4767 -0.3304  -0.333
2 C -0.6004 0.0423 0.9511  0.423
3 C -1.5909 0.1324 2.1237  -1.514
4 O 0.5502 0.8849 1.2543  -0.603
5 N -0.0521 0.5997 -1.2463  -0.640
6 H -2.0534 -0.1188 -0.8241  0.299
7 H -1.7129 1.4218 -0.1319  0.272
8 H -0.2618 -0.9750 1.0482  0.104
9 H -1.8150 1.0981 2.4181  0.405
10 H -2.5037 -0.4702 1.9813  0.358
11 H -1.2016 -0.4412 2.9437  0.366
12 H 0.9617 1.2904 0.4545  0.414
13 H -0.3472 0.2664 -2.2111  0.250
14 H 0.7239 0.0294 -0.9451  0.199
15 H 4.3777 -1.2888 -2.8201  0.298
16 H 3.0320 -1.7634 -2.4811  0.310
17 O 3.7236 -1.1846 -2.1850  -0.608

# C3H11NO2

3 unconnected molecules or ions with the total composition C3H11NO2 (the ωB97M-V functional and the def2-TZVPD basis, the Open Molecules 2025 dataset).

Its charge is 0. Its structure (SMILES) is C/C=C/N.O.O.

Each line ends with the Mulliken charge.
CARTESIAN COORDINATES (ANGSTROEM)
1 C 1.3007 -0.6071 -2.2111  -0.993
2 C 0.7053 -0.5866 -0.8516  0.364
3 C 0.8676 -1.5286 0.1111  0.037
4 N 0.0915 -1.6835 1.3124  -0.341
5 H 1.7957 -1.6110 -2.2722  0.287
6 H 2.0153 0.1977 -2.3636  0.264
7 H 0.6069 -0.4724 -3.1506  0.231
8 H 0.3672 0.4302 -0.5704  -0.325
9 H 1.6451 -2.3892 0.1211  0.175
10 H 0.3047 -2.4879 1.9086  0.192
11 H -0.3976 -0.9284 1.6595  0.152
12 H -1.8679 1.3383 1.3075  0.331
13 H -2.9303 0.7087 2.2972  0.299
14 O -2.0707 0.5799 1.8542  -0.617
15 H -0.6161 3.8067 0.3531  0.309
16 H -0.6227 2.2389 0.1314  0.340
17 O -1.1946 2.9944 0.3634  -0.703

Values for energy relative to the best compared isomer or geometry (same formula, charge and spin), kcal per mole, ordered as above
81.8, 20.0, 15.6, 33.4, 24.7, 32.7